The following is a quantum chemistry calculation of one molecule with the formula C24H29ClN2O3, from the Open Molecules 2025 dataset.

```
59
Properties=species:S:1:pos:R:3:lowdin_charge:R:1
C 0.1705 1.1908 2.1838 -0.063
O 0.4184 -0.0550 1.5693 -0.108
C 1.6094 -0.6769 1.8301 -0.235
C 2.4951 -0.2627 2.8184 -0.042
C 3.6906 -0.9317 3.0153 -0.092
C 4.0191 -2.0205 2.2315 -0.092
C 3.1347 -2.4406 1.2534 -0.041
C 1.9301 -1.7913 1.0400 -0.172
C 0.9873 -2.2754 -0.0257 -0.153
C 0.3333 -3.6110 0.3404 -0.159
C -0.8253 -3.9289 -0.6077 -0.173
N -1.9563 -3.0663 -0.3504 0.069
C -2.2912 -2.0105 -1.1193 -0.461
O -1.8057 -1.7898 -2.2087 0.065
C -3.3993 -1.1532 -0.4924 -0.183
C -2.9787 -0.6627 0.9040 -0.132
C -3.5527 0.7267 1.1678 -0.077
C -2.9660 1.6895 0.1548 -0.464
O -2.4469 2.7476 0.4618 0.048
N -3.0479 1.2363 -1.1115 -0.034
C -2.5958 2.0602 -2.2122 -0.132
C -1.3102 1.5375 -2.8606 -0.114
C -0.0777 1.6668 -2.0056 -0.208
C 0.8136 0.6034 -1.9320 -0.028
C 1.9871 0.6996 -1.2062 -0.105
C 2.2645 1.8716 -0.5267 -0.670
Cl 3.7180 1.9872 0.4126 0.694
C 1.3931 2.9457 -0.5835 -0.105
C 0.2337 2.8405 -1.3298 -0.029
C -3.7695 0.0225 -1.4117 -0.101
H 1.0245 1.8632 2.0806 0.084
H -0.6790 1.6289 1.6627 0.074
H -0.0717 1.0671 3.2449 0.102
H 2.2634 0.5856 3.4423 0.104
H 4.3671 -0.5895 3.7843 0.103
H 4.9558 -2.5369 2.3767 0.099
H 3.3870 -3.2867 0.6299 0.115
H 1.5283 -2.4029 -0.9659 0.127
H 0.2162 -1.5215 -0.1781 0.091
H 1.0702 -4.4136 0.2914 0.112
H -0.0429 -3.5677 1.3660 0.121
H -1.1441 -4.9691 -0.4861 0.119
H -0.5271 -3.7652 -1.6449 0.123
H -2.3556 -3.1336 0.5724 0.137
H -4.2829 -1.7961 -0.4079 0.151
H -1.8898 -0.6000 0.9678 0.107
H -3.3252 -1.3527 1.6766 0.118
H -3.2960 1.0736 2.1687 0.123
H -4.6414 0.7159 1.0734 0.128
H -2.4441 3.0625 -1.8079 0.112
H -3.3904 2.1020 -2.9654 0.129
H -1.1528 2.0997 -3.7860 0.126
H -1.4432 0.4864 -3.1238 0.096
H 0.5832 -0.3144 -2.4525 0.111
H 2.6795 -0.1258 -1.1581 0.106
H 1.6195 3.8567 -0.0516 0.108
H -0.4319 3.6880 -1.3685 0.113
H -4.8500 0.2117 -1.3403 0.133
H -3.5391 -0.2642 -2.4401 0.125
```

structure (SMILES): COc1ccccc1CCCNC(=O)[C@H]1CCC(=O)N(CCc2ccc(Cl)cc2)C1
E_tot: -47005.705 eV
spin multiplicity: 1
max |F|: 0.758 eV/A
total charge: 0
energy relative to the best compared isomer or geometry (same formula, charge and spin): 0.0 kJ/mol